The following is a DFT calculation (ωB97M-V/def2-TZVPD) of C7H5ClF3NO2 in the gas phase in a non-equilibrium geometry.

Last column: Mulliken charge in e.
Geometry (Å):
O1 0.20 1.27 -2.18  -0.6003
N1 -0.13 0.17 -1.81  1.0738
O2 -0.82 -0.61 -2.33  -0.6413
C1 0.40 -0.19 -0.42  0.9083
C2 1.84 -0.81 -0.63  0.6546
F1 2.31 -1.22 0.55  -0.2550
F2 1.83 -1.85 -1.45  -0.2625
F3 2.74 0.03 -1.11  -0.2520
C3 0.66 1.08 0.42  -0.8776
C4 -0.36 1.59 1.07  0.4193
Cl1 -0.21 2.93 2.11  -0.1924
C5 -1.59 0.84 1.26  -0.6107
C6 -1.66 -0.46 0.92  -0.6645
C7 -0.62 -1.14 0.15  -0.7913
H1 1.64 1.59 0.27  0.3339
H2 -2.39 1.33 1.62  0.5404
H3 -2.42 -0.97 1.44  0.4503
H4 -0.28 -2.00 0.85  0.3023
H5 -1.14 -1.59 -0.73  0.4648

## Properties
* DFT total energy: -1234.63367 hartree
* relative energy (zero: lowest compared OMol25 entry of this formula, charge and spin): 0.0 kJ/mol
* SMILES: O=[N+]([O-])[C@@]1(C(F)(F)F)C=C(Cl)C=CC1
* 2S+1: 1
* Kohn-Sham gap: 9.426 eV
* LUMO level: 0.02 eV
* charge: 0

---

The following is a DFT calculation (ωB97M-V/def2-TZVPD) of a molecular structure, C2HIO2 in a non-equilibrium geometry.

Last column: Mulliken charge in e.
Geometry (Å):
C1 0.61 0.35 0.08  0.1194
C2 2.87 -1.40 0.09  0.0869
O1 1.39 1.24 -0.10  -0.3258
O2 3.08 -2.59 -0.04  -0.3242
I1 3.96 0.30 0.02  0.1585
H1 -0.47 0.10 0.02  0.2852

## Properties
* DFT total energy: -524.82834 hartree
* relative energy (zero: lowest compared OMol25 entry of this formula, charge and spin): 338.1 kJ/mol
* 2S+1: 1
* Kohn-Sham gap (spin up / spin down): 7.459 / 8.117 eV
* LUMO level (spin up / spin down): -0.76 / 0.08 eV
* charge: 0

---

The following is a DFT calculation (ωB97M-V/def2-TZVPD) of 2 unconnected molecules or ions with the total composition C3H6ClS2.

Last column: Mulliken charge in e.
Geometry (Å):
S1 0.63 1.62 -1.58  -0.1619
S2 2.19 0.67 -0.51  -0.1620
C1 -0.71 0.66 -0.81  -0.4765
C2 1.10 -0.43 0.44  -0.4768
C3 -0.15 -0.69 -0.38  -0.5884
H1 -1.52 0.58 -1.55  0.3191
H2 -1.11 1.22 0.07  0.3066
H3 0.85 0.04 1.41  0.3067
H4 1.68 -1.35 0.65  0.3192
H5 0.10 -1.29 -1.28  0.2994
H6 -0.90 -1.25 0.21  0.2785
Cl1 -2.17 0.22 3.35  -0.9637

## Properties
* DFT total energy: -1374.55634 hartree
* relative energy (zero: lowest compared OMol25 entry of this formula, charge and spin): 0.0 kJ/mol
* 2S+1: 1
* Kohn-Sham gap: 6.767 eV
* LUMO level: 2.91 eV
* charge: -1

---

The following is a DFT calculation (ωB97M-V/def2-TZVPD) of C15H21F4NO3S in the gas phase.

Last column: Mulliken charge in e.
Geometry (Å):
C1 4.29 1.23 2.28  -1.5996
C2 3.03 0.72 2.99  2.1785
C3 3.47 -0.23 4.11  -2.1419
C4 2.27 1.89 3.62  -1.5988
C5 2.14 0.04 1.96  0.4877
C6 1.76 -1.30 2.05  -0.2697
C7 0.95 -1.88 1.09  -0.9357
C8 0.51 -1.12 0.03  -0.4071
S1 -0.53 -1.87 -1.21  1.6383
O1 -0.03 -1.55 -2.52  -0.7227
O2 -0.74 -3.26 -0.92  -0.7484
N1 -1.98 -1.03 -1.01  -0.2464
C9 -3.15 -1.77 -1.47  -0.8628
C10 -3.17 -1.85 -3.00  -0.5376
O3 -3.39 -0.60 -3.64  -0.4716
C11 -2.27 0.23 -3.80  -0.3430
C12 -2.42 1.57 -3.05  0.9213
F1 -2.00 2.58 -3.85  -0.3724
F2 -1.61 1.64 -1.96  -0.2208
C13 -3.87 1.88 -2.64  0.0664
F3 -4.26 1.14 -1.59  -0.2249
F4 -3.99 3.17 -2.28  -0.2913
C14 0.86 0.21 -0.09  -0.9925
C15 1.67 0.78 0.87  -0.5419
H1 4.82 0.41 1.80  0.3879
H2 4.05 1.97 1.52  0.3391
H3 4.96 1.70 3.00  0.4460
H4 2.61 -0.61 4.66  0.4421
H5 4.11 0.30 4.80  0.4333
H6 4.04 -1.07 3.71  0.4508
H7 1.37 1.53 4.11  0.3782
H8 2.89 2.37 4.37  0.4484
H9 1.99 2.63 2.88  0.3356
H10 2.10 -1.91 2.87  0.4628
H11 0.66 -2.91 1.15  0.4999
H12 -2.08 -0.74 -0.05  0.3548
H13 -3.13 -2.79 -1.08  0.4788
H14 -4.04 -1.25 -1.11  0.3863
H15 -2.24 -2.30 -3.35  0.4170
H16 -4.01 -2.47 -3.30  0.3873
H17 -1.34 -0.26 -3.47  0.0443
H18 -2.18 0.48 -4.86  0.4646
H19 -4.56 1.68 -3.48  0.2816
H20 0.50 0.78 -0.93  0.4319
H21 1.94 1.82 0.77  0.3661

## Properties
* DFT total energy: -1662.28778 hartree
* relative energy (zero: lowest compared OMol25 entry of this formula, charge and spin): 24.7 kJ/mol
* SMILES: CC(C)(C)c1ccc(S(=O)(=O)NCCOCC(F)(F)C(F)F)cc1
* 2S+1: 1
* Kohn-Sham gap: 10.348 eV
* LUMO level: 0.50 eV
* charge: 0

---

The following is a DFT calculation (ωB97M-V/def2-TZVPD) of a gas-phase ion, C2H7N2OS (charge +1) in a non-equilibrium geometry.

Last column: Mulliken charge in e.
Geometry (Å):
C1 0.32 0.52 0.21  0.7277
C2 -1.77 -0.64 -0.10  -0.9825
N1 -0.15 1.75 0.08  -0.3367
N2 -0.38 -0.59 0.27  -0.2102
O1 2.95 -1.09 0.15  -0.4343
S1 2.22 0.44 0.13  0.1200
H1 -2.08 -1.74 -0.14  0.3422
H2 -2.16 0.02 0.61  0.3629
H3 -1.66 -0.32 -1.20  0.3508
H4 -1.13 1.79 0.10  0.1702
H5 0.34 2.62 -0.03  0.2172
H6 -0.01 -1.53 0.54  0.2958
H7 3.50 -1.22 -0.63  0.3769

## Properties
* DFT total energy: -663.03681 hartree
* relative energy (zero: lowest compared OMol25 entry of this formula, charge and spin): 138.6 kJ/mol
* 2S+1: 1
* Kohn-Sham gap: 9.956 eV
* LUMO level: -4.05 eV
* charge: +1

---

The following is a DFT calculation (ωB97M-V/def2-TZVPD) of C3H4N4O2S in the gas phase in a non-equilibrium geometry.

Last column: Mulliken charge in e.
Geometry (Å):
C1 1.17 1.49 -1.09  -0.0285
C2 -1.10 1.38 -1.67  -0.4160
C3 -0.27 -0.11 0.07  -0.4288
N1 1.41 2.28 -2.05  0.6725
N2 1.61 2.96 -2.93  -0.6474
N3 -0.12 0.97 -0.94  0.1239
N4 -1.67 -0.20 0.30  -0.4763
O1 -3.70 0.82 -0.93  -0.5823
O2 -2.35 -0.87 -2.10  -0.5807
S1 -2.41 0.26 -1.21  1.0391
H1 1.93 1.28 -0.37  0.3105
H2 0.19 -1.02 -0.35  0.3446
H3 0.27 0.18 0.98  0.3666
H4 -2.00 -1.11 0.60  0.3029

## Properties
* DFT total energy: -884.24557 hartree
* relative energy (zero: lowest compared OMol25 entry of this formula, charge and spin): 431.9 kJ/mol
* 2S+1: 1
* Kohn-Sham gap: 9.139 eV
* LUMO level: -0.15 eV
* charge: 0